# 1
Here is a single C3H5I molecule in a non-equilibrium geometry from the Open Molecules 2025 dataset. Energies are from the ωB97M-V functional and the def2-TZVPD basis.

Results
- charge = 0
- HOMO (eV) = -9.2
- orbital gap (Eh) = 0.35017
- DFT total energy (eV) = -11291.3484
- SMILES = C=C(C)I
- 2S+1 = 1

Geometry (Å):
C1 -1.093 0.818 -0.475
C2 0.050 0.788 0.199
C3 0.862 -0.526 0.294
I1 0.899 2.670 1.006
H1 -1.576 1.780 -0.427
H2 -1.679 -0.009 -0.888
H3 0.524 -1.097 -0.555
H4 2.045 -0.456 0.410
H5 0.398 -0.961 1.167

Cartesian forces (eV/Å) of the 3 atoms listed first:
C -0.2341 1.2429 1.0475
C 1.3252 -0.4406 -0.8666
C 1.1721 1.6477 0.8747



# 2
Here is a molecular structure, C4H11N2S in a non-equilibrium geometry from the Open Molecules 2025 dataset. Energies are from the ωB97M-V functional and the def2-TZVPD basis.

Results
- charge = +1
- HOMO (eV) = -13.0
- orbital gap (Eh) = 0.32935
- DFT total energy (eV) = -18131.5725
- 2S+1 = 1

Geometry (Å):
C1 1.953 -1.132 0.883
C2 0.801 -0.551 0.943
C3 1.249 1.696 -0.015
C4 -0.987 0.402 -0.305
N1 -2.407 -1.249 -2.311
N2 0.473 0.396 -0.155
S1 -1.313 -1.752 -1.135
H1 2.309 -1.639 1.776
H2 2.687 -0.875 0.067
H3 0.097 -0.594 1.790
H4 0.775 2.452 -0.584
H5 1.033 2.077 0.981
H6 2.232 1.459 0.015
H7 -1.584 0.596 0.668
H8 -1.498 1.028 -1.026
H9 -2.229 -1.517 -3.331
H10 -3.454 -1.526 -2.201
H11 0.992 -0.035 -0.978

Cartesian forces (eV/Å) of the 3 atoms listed first:
C 2.4066 0.0357 0.0814
C -1.0531 1.0597 0.4185
C -4.2458 0.3460 2.5864



# 3
Here is a molecular structure, C24H30CrF7O29P2 in a non-equilibrium geometry from the Open Molecules 2025 dataset. Energies are from the ωB97M-V functional and the def2-TZVPD basis.

Results
- expectation value of S² = 6.0148
- charge = -1
- HOMO (alpha / beta) (eV) = -6.3 / -7.3
- orbital gap (alpha / beta) (Eh) = 0.26990 / 0.30292
- DFT total energy (eV) = -150784.3738
- 2S+1 = 5

Geometry (Å):
Cr1 24.355 -0.761 4.705
P1 23.533 -2.419 6.184
O1 23.578 -2.651 4.647
O2 22.816 -1.035 6.129
O3 25.000 -1.855 6.355
O4 22.923 -3.482 7.042
C1 21.523 -5.341 9.098
C2 22.580 -6.422 9.059
O5 21.854 -7.614 9.035
C3 20.640 -7.378 9.614
O6 19.859 -8.161 10.024
O7 20.419 -6.026 9.709
F1 23.437 -6.374 10.131
H1 21.293 -5.139 8.054
H2 21.755 -4.433 9.643
H3 23.169 -6.317 8.146
C4 20.079 -2.069 8.367
C5 20.034 -0.985 7.292
O8 19.087 -0.072 7.899
C6 18.263 -0.754 8.709
O9 17.206 -0.385 9.107
O10 18.774 -1.984 8.950
F2 19.425 -1.401 6.152
H4 20.823 -1.878 9.139
H5 20.275 -3.058 7.961
H6 20.944 -0.409 7.162
C7 27.513 0.381 8.047
C8 27.748 -0.699 6.982
O11 29.112 -0.950 7.126
C9 29.440 -0.759 8.438
O12 30.498 -0.960 8.926
O13 28.404 -0.115 9.028
F3 27.458 -0.257 5.716
H7 26.478 0.384 8.374
H8 27.777 1.396 7.740
H9 27.145 -1.590 7.172
C10 22.335 -5.250 4.452
C11 20.951 -4.943 5.007
O14 20.727 -6.101 5.779
C12 21.392 -7.142 5.165
O15 21.149 -8.272 5.454
O16 22.271 -6.679 4.294
F4 20.022 -4.924 3.983
H10 23.045 -4.992 5.234
H11 22.698 -4.749 3.566
H12 20.932 -4.003 5.555
C13 23.583 0.676 8.695
C14 23.845 -0.524 9.620
O17 22.966 -0.372 10.678
C15 21.937 0.415 10.245
O18 20.874 0.497 10.784
O19 22.274 1.055 9.155
F5 25.154 -0.480 10.045
H13 23.515 0.312 7.674
H14 24.313 1.467 8.857
H15 23.738 -1.468 9.073
C16 25.382 -3.899 9.435
C17 26.130 -5.203 9.831
O20 27.455 -4.811 9.996
C18 27.473 -3.472 10.231
O21 28.467 -2.890 10.537
O22 26.305 -2.918 9.966
F6 25.921 -6.141 8.858
H16 24.364 -3.779 9.786
H17 25.445 -3.742 8.358
H18 25.763 -5.656 10.756
C19 25.941 -5.272 5.800
C20 26.452 -4.281 4.754
O23 26.161 -4.923 3.514
C21 26.012 -6.255 3.751
O24 26.027 -7.119 2.935
O25 25.879 -6.470 5.059
F7 27.798 -4.054 4.828
H19 25.029 -4.855 6.227
H20 26.656 -5.339 6.616
H21 25.937 -3.323 4.848
C22 20.385 -1.179 3.481
O26 20.896 -0.695 2.224
P2 22.395 -0.260 2.022
O27 23.146 0.119 3.238
O28 23.087 -1.383 1.133
C23 23.159 -2.717 1.631
O29 22.330 0.954 1.019
C24 21.752 0.760 -0.295
H22 21.171 -1.598 4.117
H23 19.695 -2.018 3.390
H24 19.916 -0.335 3.976
H25 24.166 -2.987 1.947
H26 22.816 -3.426 0.879
H27 22.555 -2.908 2.518
H28 21.146 1.630 -0.519
H29 21.209 -0.182 -0.307
H30 22.558 0.691 -1.024

Cartesian forces (eV/Å) of the 3 atoms listed first:
Cr -0.2711 0.0147 0.1625
P -0.6262 1.6903 -0.4255
O 0.0312 -1.7682 -1.4551